Below is an isolated molecule of CH4N2O2S at a distorted geometry, with properties calculated with wB97M-V/def2-TZVPD.

Results
- relative energy (zero: lowest compared OMol25 entry of this formula, charge and spin) (kJ/mol) = 416.6
- HOMO energy (eV) = -10.8
- E_LUMO (eV) = 0.40
- max |F| (eV Å⁻¹) = 8.4

The geometry in ORCA input format:
```
! wB97M-V def2-TZVPD RIJCOSX def2/J DEFGRID3
* xyz 0 1
C 0.40753 0.16962 -0.06526
N -0.79080 -0.67454 0.19856
N -1.46227 -0.02814 1.35200
S -2.18090 0.14761 -0.07154
O -3.36024 -0.92700 -0.49662
O -2.24192 1.49048 -0.58125
H 1.17349 -0.54807 -0.43254
H 0.08948 0.93592 -0.84161
H 0.70020 0.71340 0.81948
H -1.70682 -0.60144 2.10483
*
```



Below is a structure of composition C7H6N2 at a distorted geometry, with properties calculated with wB97M-V/def2-TZVPD.

Results
- relative energy (zero: lowest compared OMol25 entry of this formula, charge and spin) (kJ/mol) = 509.0
- HOMO energy (eV) = -9.3
- E_LUMO (eV) = -0.25
- max |F| (eV Å⁻¹) = 6.9

The geometry in ORCA input format:
```
! wB97M-V def2-TZVPD RIJCOSX def2/J DEFGRID3
* xyz 0 1
C -2.59886 -1.13765 0.26440
C -1.48796 -0.32442 0.04833
C -1.49984 1.21282 -0.08797
C 0.64636 0.66801 0.05636
C 2.27300 -0.52727 0.22686
C 1.16108 -1.40574 -0.41757
C 0.00246 -0.67093 -0.39349
H -2.69374 -2.12925 0.22795
H -3.61863 -0.70033 0.81951
H -2.41633 1.95470 -0.13913
H 2.95375 -0.72686 -0.54432
H 2.47686 -1.03923 1.19735
H 1.15452 -2.43174 -0.43310
N -0.28671 1.68353 -0.29325
N 1.88185 0.91415 0.39185
*
```



Below is a structure of composition C32H44N4O2RuS4Sb at a distorted geometry, with properties calculated with wB97M-V/def2-TZVPD.

Results
- relative energy (zero: lowest compared OMol25 entry of this formula, charge and spin) (kJ/mol) = 389.1
- HOMO energy (spin up / spin down) (eV) = -0.3 / -0.2
- E_LUMO (spin up / spin down) (eV) = 3.62 / 3.62
- max |F| (eV Å⁻¹) = 4.1
- expectation value of S² = 0.766

The geometry in ORCA input format:
```
! wB97M-V def2-TZVPD RIJCOSX def2/J DEFGRID3
* xyz -2 2
Ru 0.45764 -0.38016 -0.69408
S -1.43486 -1.98066 -1.29467
S -1.68685 -3.30557 -2.80744
S 0.07862 -3.09176 -3.86019
S 1.08850 -1.65560 -2.80196
C 0.48782 -4.95138 -1.18655
C 1.93802 -4.50410 -1.13748
C 2.38772 -4.11293 -2.55440
C 2.79242 -5.69704 -0.67136
Sb 2.03426 -2.66354 0.14401
C 4.17886 -2.03319 0.14287
C 4.38869 -1.22083 -1.14302
C 5.16599 -3.19979 0.17606
C 4.46351 -1.10096 1.32396
C 1.31350 -3.30282 2.16070
C 1.76241 -2.30295 3.23129
C 1.76990 -4.70558 2.56265
C -0.22010 -3.26036 2.10757
H 0.36295 -5.80093 -1.88358
H -0.15243 -4.13886 -1.51513
H 0.15336 -5.28972 -0.19227
H 2.26481 -4.96586 -3.24940
H 3.45719 -3.83650 -2.55724
H 1.77834 -3.22605 -2.95237
H 2.66843 -6.54596 -1.37041
H 2.50656 -6.06110 0.32131
H 3.86242 -5.46644 -0.64196
H 4.19944 -1.82435 -2.04197
H 5.42441 -0.83710 -1.20365
H 3.69774 -0.35974 -1.16813
H 5.09197 -3.78606 -0.74970
H 4.98213 -3.84252 1.05373
H 6.20765 -2.82501 0.22203
H 3.73277 -0.27430 1.35493
H 5.47953 -0.67033 1.24102
H 4.44593 -1.65097 2.27209
H 2.84328 -2.37041 3.40399
H 1.28427 -2.53479 4.20261
H 1.49055 -1.27341 2.94443
H 2.87014 -4.78206 2.53248
H 1.31592 -5.45627 1.90168
H 1.42319 -4.94575 3.58646
H -0.56345 -2.24766 1.84277
H -0.65636 -3.53216 3.08800
H -0.62111 -3.95507 1.35587
N -1.76706 3.65820 -6.70596
C -1.42907 3.04210 -5.78910
C -1.00914 2.27795 -4.65130
C 0.34699 2.20567 -4.31673
C 0.75276 1.46293 -3.21199
C -0.18952 0.78728 -2.43214
C -1.54373 0.85992 -2.76720
C -1.95361 1.60132 -3.87161
H 1.09058 2.72633 -4.91442
H 1.80355 1.40361 -2.94900
H -2.27261 0.33372 -2.16003
H -3.01007 1.64944 -4.12129
O 0.35990 -0.51774 1.03690
C -3.19094 5.49388 5.36550
C -3.42589 5.50204 3.88110
C -2.36350 5.37570 2.98801
C -2.58871 5.34863 1.61282
C -3.88368 5.41843 1.10794
N -4.19174 5.38880 -0.26491
C -3.39511 5.14866 -1.34845
O -3.61359 5.75167 -2.39802
N -2.36829 4.25881 -1.29367
C -2.25642 3.03752 -0.59588
C -3.30466 2.41699 0.06907
C -3.08441 1.21160 0.72250
C -1.81824 0.65290 0.67805
N -0.78025 1.20945 0.02071
C -1.03167 2.37893 -0.60525
C -4.94645 5.56961 1.99986
C -4.72117 5.59835 3.37333
H -2.14066 5.68151 5.60235
H -3.46998 4.52310 5.78409
H -3.78114 6.27537 5.85193
H -1.34433 5.30151 3.35459
H -1.72839 5.29022 0.95753
H -5.05208 5.84708 -0.52628
H -1.71259 4.39320 -2.05183
H -4.30325 2.83820 0.07855
H -3.88662 0.71479 1.25306
H -1.60242 -0.28283 1.17619
H -0.17495 2.79899 -1.11970
H -5.96709 5.64142 1.63648
H -5.56643 5.69334 4.04864
*
```



- The lowest relative energy (zero: lowest compared OMol25 entry of this formula, charge and spin) belongs to which entry?
  C32H44N4O2RuS4Sb



- Among the records above, which one has the lowest relative energy (zero: lowest compared OMol25 entry of this formula, charge and spin)?
  C32H44N4O2RuS4Sb



- max |F| of number 1 (CH4N2O2S)?
  8.4 eV Å⁻¹



- Which of these has the highest max |F|?
  CH4N2O2S